Record 1
Below is the molecule C21H20BrN5O2, with properties calculated with the ωB97M-V functional and the def2-TZVPD basis.

## Properties
Max |F|   0.013 Eh/bohr
SMILES string   O=C(NCCCn1ccnc1)/C(=C\c1cccnc1)NC(=O)c1ccccc1Br
2S+1   1
Net charge   0
ΔE to the lowest compared entry with this formula, charge and spin   0.0 kcal/mol
Energy   -3810.551301 a.u.

```
49
Properties=species:S:1:pos:R:3:lowdin_charge:R:1
O 0.424 -0.956 -0.737 0.0555
C -0.131 0.105 -0.495 -0.4276
N -1.337 0.443 -0.983 0.0894
H -1.734 1.332 -0.722 0.1360
C -2.182 -0.463 -1.729 -0.1514
C -3.278 -1.077 -0.852 -0.1393
H -3.716 -0.304 -0.218 0.0974
C -2.739 -2.206 0.036 -0.1396
N -2.447 -3.385 -0.732 -0.0955
C -1.248 -3.766 -1.235 -0.1832
N -1.338 -4.858 -1.942 0.0521
C -2.649 -5.212 -1.908 -0.1639
C -3.355 -4.310 -1.166 -0.0841
H -4.393 -4.254 -0.907 0.1103
H -2.998 -6.089 -2.414 0.0891
H -0.343 -3.220 -1.057 0.1085
H -3.479 -2.454 0.802 0.1307
H -1.819 -1.886 0.530 0.1152
H -4.063 -1.479 -1.496 0.1138
H -1.542 -1.250 -2.135 0.1171
H -2.630 0.092 -2.556 0.1251
C 0.590 1.163 0.293 -0.1217
C 0.043 2.137 1.041 0.0301
C -1.360 2.280 1.397 -0.2173
C -1.962 3.539 1.456 -0.0136
C -3.294 3.638 1.818 -0.0550
C -3.989 2.474 2.113 -0.1470
N -3.422 1.277 2.104 0.0675
C -2.150 1.187 1.777 -0.1180
H -1.720 0.195 1.826 0.1167
H -5.036 2.493 2.379 0.1038
H -3.784 4.598 1.868 0.1027
H -1.388 4.420 1.208 0.1206
H 0.707 2.877 1.466 0.1119
N 1.960 0.992 0.125 0.1452
C 2.984 1.746 0.617 -0.4460
O 2.841 2.759 1.265 0.0432
C 4.328 1.188 0.272 -0.1731
C 5.364 2.019 -0.147 -0.5912
C 6.625 1.509 -0.412 -0.1219
C 6.867 0.158 -0.243 -0.0727
C 5.850 -0.683 0.182 -0.0703
C 4.591 -0.170 0.434 -0.0263
H 3.807 -0.825 0.785 0.1208
H 6.037 -1.736 0.317 0.1064
H 7.851 -0.237 -0.443 0.1074
H 7.408 2.171 -0.746 0.0993
Br 5.071 3.874 -0.427 0.8096
H 2.179 0.154 -0.409 0.1331
```

=====

Record 2
Below is the molecule C21H20BrN7O in a non-equilibrium geometry, with properties calculated with the ωB97M-V functional and the def2-TZVPD basis.

## Properties
Max |F|   0.116 Eh/bohr
SMILES string   Nc1ncnc2cc(CN3CCN(Cc4nc5ccc(Br)cc5[nH]4)CC3=O)ccc12
2S+1   1
Net charge   0
ΔE to the lowest compared entry with this formula, charge and spin   53.9 kcal/mol
Energy   -3844.734649 a.u.

```
50
Properties=species:S:1:pos:R:3:lowdin_charge:R:1
O 0.091 2.386 0.487 0.0639
Br 3.641 -5.477 6.080 0.7169
N 4.809 -1.192 1.996 0.1645
N -6.988 2.143 -0.918 0.1213
N -5.069 2.716 0.127 0.1185
C 0.720 1.583 -0.156 -0.3919
C 3.870 -1.596 1.097 -0.2911
C -6.337 2.649 0.103 -0.2110
C 5.142 -3.139 5.190 -0.0924
C 5.381 -2.129 4.267 -0.0324
C 3.374 -3.953 3.709 -0.1122
C -2.809 1.201 -2.938 -0.0047
C 3.997 -4.038 4.904 -0.6801
C 4.684 -2.122 3.065 -0.2390
C 3.727 -3.044 2.805 -0.2490
C -2.154 1.994 -1.953 -0.1971
C -2.890 2.458 -0.848 0.0929
C -6.292 1.669 -1.905 -0.3253
C -4.216 1.142 -3.015 -0.0114
C -4.322 2.303 -0.910 -0.2101
C -4.887 1.630 -1.961 -0.1570
N -7.150 0.935 -2.690 0.1355
N 3.382 -2.752 1.526 0.1432
N 2.249 -0.476 -0.389 -0.1718
N 0.139 1.329 -1.424 -0.0559
C 1.736 0.666 0.524 -0.0152
C 3.651 -0.878 -0.219 -0.1282
C -0.730 2.362 -2.036 -0.1114
C 1.824 -0.405 -1.839 -0.1706
C 0.331 -0.018 -1.941 -0.1553
H -6.848 3.153 0.839 0.0902
H 5.722 -3.008 6.169 0.1256
H 6.125 -1.375 4.513 0.1140
H 2.518 -4.639 3.519 0.1282
H -2.155 0.810 -3.728 0.1055
H -2.406 3.012 -0.045 0.1200
H -4.713 0.643 -3.857 0.1238
H -6.988 1.222 -3.623 0.0771
H -8.065 1.191 -2.419 0.0814
H 2.591 -3.202 1.020 0.1897
H 2.540 1.311 0.745 0.1023
H 1.309 0.256 1.487 0.1505
H 3.952 -1.465 -1.110 0.1229
H 4.234 0.099 -0.304 0.1409
H -0.475 2.423 -3.076 0.1151
H -0.526 3.352 -1.604 0.1391
H 2.452 0.399 -2.323 0.1273
H 2.084 -1.343 -2.421 0.1274
H -0.323 -0.819 -1.457 0.1426
H 0.069 0.033 -3.058 0.1326
```